{"formula": "C5H15N2", "method": "ωB97M-V with the def2-TZVPD basis set", "total_charge": 0, "homo_energy_ha": [-0.140, -0.339], "orbital_gap_ev": [4.8, 10.0], "relative_energy_kj_mol": 198.89, "spin_multiplicity": 2, "elements": ["C", "C", "C", "C", "C", "N", "N", "H", "H", "H", "H", "H", "H", "H", "H", "H", "H", "H", "H", "H", "H", "H"], "coordinates": [[0.4131, 1.8049, 1.0899], [0.3540, 1.1242, -0.3095], [-1.0327, 0.5564, -0.6002], [-1.3941, -0.8957, -0.1595], [-0.8743, -1.9543, -1.1505], [0.5832, -2.1242, -1.1721], [1.5203, 1.2909, 1.9723], [-0.4732, 1.6507, 1.6786], [0.6302, 2.8571, 0.9353], [1.1485, 0.3925, -0.3355], [0.5701, 1.9496, -0.9877], [-1.6794, 1.1649, 0.0277], [-1.3988, 0.6295, -1.6206], [-2.4758, -0.9259, -0.1309], [-0.8564, -1.1004, 0.7580], [-1.2487, -2.8874, -0.7172], [-1.3350, -1.8555, -2.1286], [1.0188, -1.5143, -0.4968], [0.9482, -1.9086, -2.0898], [2.2835, 1.9926, 2.1341], [1.9529, 0.3934, 1.6570], [1.1222, 1.0185, 2.9029]], "atomic_forces_ev_per_a": [[0.567, -0.364, -0.569], [-0.130, 0.451, 0.615], [-0.915, -0.579, 0.900], [1.916, 0.883, -1.653], [-0.552, -0.869, 1.506], [-0.234, 0.334, -0.556], [0.029, -0.522, 0.325], [-0.515, 0.159, -0.046], [-0.273, 0.109, 0.323], [0.140, -0.015, -0.488], [0.181, -0.383, -0.425], [-0.441, 0.385, -0.337], [0.399, 0.440, -0.275], [-0.130, -0.364, 0.536], [-0.566, -0.140, 0.748], [-0.325, -0.170, -0.375], [0.228, 0.180, -0.281], [0.157, -0.091, -0.054], [0.208, 0.100, 0.112], [0.124, 0.011, -0.028], [0.030, 0.257, -0.204], [0.103, 0.187, 0.226]], "lowdin_spin": [0.122, 0.039, 0.003, 0.011, 0.001, 0.003, 0.254, 0.034, 0.035, 0.024, 0.006, 0.001, 0.000, 0.000, 0.021, 0.000, 0.001, 0.014, 0.000, 0.153, 0.126, 0.152]}

{"formula": "C6H12O", "method": "ωB97M-V with the def2-TZVPD basis set", "total_charge": 0, "homo_energy_ha": -0.301, "orbital_gap_ev": 9.2, "relative_energy_kj_mol": 304.60, "elements": ["C", "O", "C", "C", "C", "C", "C", "H", "H", "H", "H", "H", "H", "H", "H", "H", "H", "H", "H"], "coordinates": [[2.6281, -0.9076, 0.1307], [1.1989, -0.9797, 0.0218], [0.5239, -0.3825, 0.9785], [-0.2124, 1.8096, -0.4180], [-1.3228, 1.1497, 0.4082], [-0.9558, -0.3538, 0.6055], [-1.4224, -1.2063, -0.5794], [2.8937, -0.5505, 1.1275], [2.9791, -0.2006, -0.6269], [3.0487, -1.8955, -0.0707], [0.7487, 1.5243, 0.0319], [-0.2019, 2.9003, -0.4352], [-0.1697, 1.4151, -1.4369], [-2.3029, 1.2399, -0.0890], [-1.4342, 1.6451, 1.3810], [-1.4279, -0.7242, 1.5264], [-2.5184, -1.2444, -0.6083], [-1.0800, -0.8116, -1.5432], [-1.0475, -2.2299, -0.4897]], "atomic_forces_ev_per_a": [[0.233, 0.006, 0.025], [-0.362, 0.256, 0.387], [-0.067, -0.254, -0.541], [0.508, -0.122, 0.138], [0.076, 0.003, 0.075], [-0.001, -0.069, 0.095], [0.061, -0.056, -0.028], [-0.040, -0.090, -0.106], [-0.044, -0.125, 0.100], [-0.144, 0.116, 0.045], [-0.135, 0.305, -0.062], [-0.407, -0.057, -0.103], [-0.186, 0.168, -0.002], [0.315, -0.153, 0.120], [0.218, -0.110, -0.177], [-0.160, 0.109, -0.147], [0.199, 0.029, 0.040], [0.009, -0.040, 0.204], [-0.072, 0.084, -0.065]], "nbo_charge": [-0.252, -0.514, 0.279, -0.616, -0.380, -0.383, -0.621, 0.208, 0.189, 0.191, 0.208, 0.215, 0.202, 0.206, 0.213, 0.226, 0.210, 0.206, 0.212]}

{"formula": "C4H7N3O5", "method": "ωB97M-V with the def2-TZVPD basis set", "total_charge": 0, "smiles": "CCN(O)C(=O)C(=O)/[N+]([O-])=N/O", "homo_energy_ha": -0.370, "orbital_gap_ev": 9.4, "relative_energy_kj_mol": 583.25, "elements": ["C", "C", "C", "C", "N", "N", "N", "O", "O", "O", "O", "O", "H", "H", "H", "H", "H", "H", "H"], "coordinates": [[0.3140, -0.2218, 3.0449], [1.0051, 0.2304, 1.6767], [0.3196, 1.5680, -1.0906], [0.7877, 0.1527, -0.7569], [-1.0860, 0.4569, 3.2843], [-1.8118, 0.4647, 2.3189], [0.3335, -0.0505, 0.5760], [-3.3335, 0.5852, 2.8886], [0.5491, -0.8517, 4.0308], [2.0448, 0.8315, 1.7168], [-1.3245, 0.7295, 4.3673], [-0.7157, -0.9581, 0.6646], [0.5050, 2.3261, -0.2600], [0.7555, 1.9617, -2.0525], [-0.7495, 1.5147, -1.3583], [1.9454, 0.0165, -0.7761], [0.4165, -0.5735, -1.3867], [-4.0077, 0.7996, 2.1805], [-1.4825, -0.4484, 1.0673]], "atomic_forces_ev_per_a": [[-0.086, -0.789, 0.948], [0.563, -0.708, 1.107], [0.198, 1.208, -1.536], [3.467, 2.744, 1.050], [1.966, -0.516, -2.181], [-6.708, 0.541, -2.653], [-1.447, -1.998, 0.495], [2.249, 0.239, -0.855], [1.118, 0.771, -2.486], [0.462, 0.464, 0.383], [-1.266, 1.465, 6.448], [-0.209, -0.497, -0.109], [-0.194, -1.185, -1.119], [-0.012, -0.341, 1.031], [0.182, 0.156, 0.615], [-1.883, 0.535, 0.121], [-1.130, -1.525, -1.122], [1.920, -0.276, 0.266], [0.810, -0.288, -0.402]], "nbo_charge": [0.587, 0.568, -0.621, -0.232, 0.269, -0.053, -0.139, -0.609, -0.391, -0.554, -0.332, -0.567, 0.229, 0.218, 0.211, 0.218, 0.228, 0.485, 0.485]}

{"formula": "CH69O34", "method": "ωB97M-V with the def2-TZVPD basis set", "total_charge": -1, "homo_energy_ha": -0.269, "orbital_gap_ev": 9.3, "elements": ["C", "O", "H", "H", "H", "O", "H", "H", "O", "H", "H", "O", "H", "H", "O", "H", "H", "O", "H", "H", "O", "H", "H", "O", "H", "H", "O", "H", "H", "O", "H", "H", "O", "H", "H", "O", "H", "H", "O", "H", "H", "O", "H", "H", "O", "H", "H", "O", "H", "H", "O", "H", "H", "O", "H", "H", "O", "H", "H", "O", "H", "H", "O", "H", "H", "O", "H", "H", "O", "H", "H", "O", "H", "H", "O", "H", "H", "O", "H", "H", "O", "H", "H", "O", "H", "H", "O", "H", "H", "O", "H", "H", "O", "H", "H", "O", "H", "H", "O", "H", "H", "O", "H", "H"], "coordinates": [[14.3017, -13.9616, 1.2073], [14.9265, -13.2018, 2.2100], [13.3758, -14.4793, 1.6180], [14.0233, -13.3619, 0.2972], [14.9669, -14.7146, 0.8535], [8.4340, -12.9854, 7.3480], [7.7690, -12.3779, 7.5809], [8.7519, -12.7888, 6.4533], [10.4066, -13.1389, 4.8936], [10.3229, -13.8997, 4.2450], [11.1726, -12.6008, 4.6386], [19.7014, -12.5064, -1.9867], [19.7347, -13.4935, -2.1332], [20.1364, -12.3063, -1.1690], [15.2142, -12.9316, 7.8463], [15.8847, -13.5677, 7.6162], [14.4627, -13.5026, 7.8000], [17.1527, -12.9677, -1.2432], [17.2697, -13.2062, -0.2920], [17.9810, -12.6454, -1.5589], [15.3820, -10.2619, 6.2568], [14.9608, -10.5899, 7.0325], [15.4574, -11.0170, 5.6780], [17.4365, -16.6533, 0.5474], [18.3183, -17.0510, 0.6737], [16.7155, -17.2886, 0.6558], [21.4178, -14.9430, 1.9431], [20.9060, -14.1945, 1.5745], [20.9580, -15.1374, 2.7425], [19.7862, -12.7924, 1.1655], [19.8185, -12.5497, 2.0913], [18.9481, -13.2399, 1.1515], [13.9429, -9.6095, 3.2170], [14.6740, -9.6758, 3.8758], [14.4400, -9.8992, 2.3822], [10.8717, -17.2120, 1.3093], [11.3116, -16.7534, 0.5542], [10.1620, -16.6302, 1.6545], [12.8812, -16.9289, 6.9341], [13.6172, -17.4901, 6.7150], [13.0877, -16.1329, 6.4352], [13.3450, -15.3676, 4.5471], [13.6839, -14.4252, 4.4114], [12.4208, -15.2503, 4.6527], [11.1571, -13.2251, 1.1219], [11.8178, -13.2742, 0.4225], [11.5547, -12.4923, 1.6655], [16.7591, -17.3420, 3.5046], [16.9677, -17.1972, 2.5977], [16.8450, -16.5416, 3.9927], [13.1281, -17.7290, 2.8749], [12.2089, -17.8517, 2.3967], [13.1074, -16.8114, 3.1716], [15.6356, -11.0544, 0.8193], [16.2145, -11.2568, 0.0154], [15.4049, -11.9194, 1.2784], [20.0292, -11.7305, 3.7682], [19.6649, -12.0020, 4.6385], [20.9776, -11.8703, 3.8899], [10.8478, -17.4006, 4.7501], [10.2046, -17.2173, 5.4464], [11.6663, -17.6082, 5.2661], [13.0511, -16.5186, -0.7704], [13.8616, -16.9737, -0.5487], [13.3100, -16.1960, -1.6334], [19.9715, -16.8328, 0.8383], [20.1818, -16.6972, -0.0934], [20.5893, -16.2444, 1.3166], [18.9786, -15.0644, 4.4554], [18.5924, -14.4467, 3.7777], [18.5531, -14.7960, 5.3290], [18.2346, -12.6358, 6.3045], [17.7383, -12.1067, 6.9121], [17.5368, -12.8691, 5.6742], [16.1735, -15.5166, -2.1133], [16.5208, -15.6628, -1.2221], [16.2327, -14.5281, -2.1997], [12.6742, -11.9712, 3.3144], [12.8627, -10.9994, 3.1789], [13.5699, -12.3052, 3.0353], [19.3112, -15.3873, -1.8183], [18.7764, -15.1906, -1.0332], [18.7225, -15.9253, -2.3729], [17.2690, -13.9393, 1.5809], [16.4481, -13.4955, 1.9031], [17.0259, -14.8467, 1.4778], [16.3911, -12.7630, 4.4151], [16.0041, -13.1734, 3.6355], [16.5190, -11.8413, 4.1161], [15.1228, -18.0564, 0.8070], [14.8154, -18.9493, 0.4225], [14.5737, -17.9934, 1.6768], [16.0517, -15.0735, 6.1772], [15.8332, -14.3256, 5.6247], [15.4755, -15.8150, 5.8683], [16.6708, -10.2064, 3.3821], [16.4522, -10.2892, 2.3999], [17.6323, -10.0673, 3.4333], [15.0063, -18.0977, 5.4793], [15.9025, -18.1620, 5.0321], [14.3984, -18.0737, 4.7101], [10.1506, -15.2221, 3.0925], [10.8351, -14.7997, 2.5477], [10.3420, -16.0494, 3.5367]], "atomic_forces_ev_per_a": [[-1.366, 0.212, 0.712], [-0.116, 0.545, -0.084], [0.929, 0.524, -0.648], [0.035, -0.244, 0.652], [0.490, -0.992, -0.486], [1.272, -1.303, -0.393], [-1.153, 1.211, 0.151], [0.062, 0.025, 0.152], [-0.094, -0.790, -0.262], [0.036, 1.212, 0.743], [-0.127, -0.229, -0.299], [-0.342, -1.094, -1.305], [0.163, 1.141, 0.422], [0.433, -0.113, 0.880], [0.261, 0.770, 0.209], [0.835, -0.387, -0.158], [-1.160, -0.324, 0.075], [-1.861, -0.546, 1.406], [-0.084, 0.074, -0.707], [1.549, 0.554, -0.439], [0.579, 0.981, -0.786], [-0.496, -0.604, 0.916], [-0.062, -0.524, -0.131], [-0.525, 0.553, -0.036], [0.050, 0.146, 0.265], [-0.128, -0.387, -0.271], [0.558, 0.381, -0.755], [0.080, 0.080, -0.171], [-0.476, -0.166, 1.454], [0.968, 0.007, -0.539], [0.198, 0.738, 0.783], [-1.263, -0.635, -0.231], [1.852, -0.487, -1.344], [-0.792, 0.210, -0.283], [-1.162, 0.723, 1.336], [-0.041, 0.277, -0.626], [-0.394, -0.343, 0.677], [0.657, -0.219, -0.417], [-0.834, 0.238, 0.160], [0.836, -0.623, -0.050], [0.017, 0.220, -0.068], [2.150, 1.769, -0.376], [-0.599, -1.676, -0.021], [-1.794, 0.266, 0.169], [0.537, 0.959, 0.434], [-0.101, -0.345, -0.163], [-0.508, -0.871, 0.048], [-0.657, -1.559, 0.759], [0.473, 0.526, -1.003], [0.493, 1.236, 0.280], [-1.686, -0.781, -1.136], [2.088, 0.572, 1.051], [0.117, 0.260, 0.055], [1.146, -0.100, -1.059], [-1.252, 0.166, 1.575], [0.009, 0.178, -0.102], [0.077, -0.255, 0.781], [-0.156, 0.080, -0.424], [-0.066, 0.104, -0.120], [0.485, -0.164, 0.622], [0.020, -0.017, 0.009], [-0.670, 0.314, -0.432], [-0.233, 0.053, -0.277], [0.485, -0.427, 0.911], [-0.292, 0.472, -0.452], [0.183, -0.622, -0.410], [0.098, 0.042, -0.043], [0.022, 0.099, -0.163], [-1.123, 1.181, 0.448], [0.289, -0.740, 1.003], [0.754, -0.387, -1.636], [0.598, -0.405, -0.322], [-0.218, 0.733, 0.867], [-0.013, -0.134, -0.518], [-0.001, 1.003, -0.162], [-0.069, -0.163, 0.056], [0.061, -1.095, 0.247], [0.689, 0.786, -0.627], [-0.386, -0.777, 0.680], [-0.475, -0.479, 0.004], [0.024, -0.197, 0.043], [-0.048, -0.120, -0.172], [0.005, 0.336, 0.192], [1.380, 0.899, -0.134], [-0.783, 0.113, 0.030], [0.038, -1.337, -0.343], [0.168, 0.255, 0.566], [-0.713, -0.407, -0.598], [0.049, 0.143, -0.101], [-1.923, -2.171, 0.654], [0.848, 2.072, 0.902], [0.708, 0.113, -1.488], [-0.332, -1.328, -0.086], [-0.120, 0.494, -0.452], [0.509, 0.604, 0.375], [0.326, -0.086, -1.181], [0.447, -0.163, 1.068], [-0.413, 0.003, -0.086], [0.924, -0.051, -1.023], [-1.472, 0.058, 0.596], [0.363, -0.034, 0.315], [-1.127, 1.064, -0.192], [0.175, -0.523, -0.046], [1.108, -0.356, 0.105]], "lowdin_charge": [-0.213, -0.418, 0.080, 0.094, 0.044, -0.055, -0.008, 0.010, -0.091, 0.006, 0.001, -0.063, 0.045, 0.018, -0.032, -0.003, 0.028, -0.061, 0.024, -0.023, -0.031, 0.009, -0.012, -0.084, 0.012, -0.004, -0.037, 0.022, 0.022, -0.044, -0.005, -0.009, -0.082, 0.034, 0.059, -0.077, 0.043, 0.042, -0.048, -0.006, 0.001, -0.042, 0.099, 0.010, -0.075, 0.020, 0.041, -0.013, -0.004, 0.009, -0.104, 0.080, 0.000, -0.112, 0.069, -0.004, -0.053, 0.041, 0.063, -0.064, 0.069, 0.045, -0.041, -0.004, 0.038, -0.062, 0.038, 0.002, -0.088, 0.030, 0.049, -0.050, 0.027, -0.032, -0.087, -0.017, 0.038, -0.112, 0.030, 0.014, -0.053, 0.024, 0.065, -0.067, -0.015, 0.004, -0.074, 0.009, 0.022, -0.117, 0.113, 0.066, -0.048, -0.007, 0.033, -0.076, 0.058, 0.073, -0.091, 0.056, 0.026, -0.067, 0.032, 0.001]}